16
Properties=species:S:1:pos:R:3:forces:R:3:lowdin_charge:R:1 method="wB97M-V/def2-TZVPD" total_energy_ev=-19692.4759 homo_lumo_gap_ev=6.323 spin_multiplicity=1 molar_mass_g_mol=137.21
C 3.863 -0.346 0.077 -3.28 0.30 -0.09 -0.061
C 2.415 -0.253 -0.555 3.40 -1.55 -0.68 -0.147
C 1.234 -0.359 -0.039 -2.99 1.20 -0.42 -0.134
C -0.171 -0.042 -0.429 0.30 0.44 0.70 0.055
C -1.259 0.518 -0.236 1.52 -0.77 -0.57 -0.182
N -2.257 1.296 0.127 0.97 0.34 0.83 0.077
C -3.450 0.988 0.472 1.17 1.69 -1.30 -0.240
C -4.076 -0.183 0.071 -0.77 -2.92 -0.38 -0.614
S -3.428 -1.334 -0.865 -0.05 -0.02 -0.07 0.773
H 3.821 -0.547 1.115 -0.06 -0.60 1.16 0.048
H 4.123 0.687 0.042 1.27 0.62 -0.51 0.060
H 4.464 -1.079 -0.437 0.33 0.27 -0.27 0.067
H 2.596 -0.322 -1.582 -0.45 0.67 -1.87 0.077
H 1.224 -0.441 0.987 -0.17 -0.34 2.54 0.081
H -4.041 1.807 0.812 -0.45 0.43 0.62 0.106
H -5.058 -0.390 0.438 -0.73 0.24 0.30 0.034


17
Properties=species:S:1:pos:R:3:forces:R:3:lowdin_charge:R:1 method="wB97M-V/def2-TZVPD" total_energy_ev=-27573.0337 homo_lumo_gap_ev=7.463 spin_multiplicity=1 molar_mass_g_mol=165.29 smiles="N#C[SiH2][C@@H]1C=CC=CC1=S"
N 3.869 0.838 0.412 0.95 -0.22 0.44 0.083
C 2.806 1.063 0.062 -1.32 0.47 -0.85 -0.349
Si 1.135 1.446 -0.713 -0.74 0.64 1.82 0.776
C -0.312 1.274 0.759 2.13 1.60 1.16 -0.362
C 0.447 0.150 1.430 -1.72 1.16 -0.27 -0.177
C 0.254 -1.054 0.921 1.32 -2.86 0.06 -0.138
C -0.771 -1.339 -0.086 0.16 0.11 0.34 -0.076
C -1.619 -0.359 -0.517 -1.82 -0.65 -0.38 -0.179
C -1.565 0.968 0.072 -1.48 -0.03 0.56 -0.820
S -2.998 1.855 0.158 1.74 -0.39 -0.25 0.650
H 0.657 0.306 -1.462 0.43 -0.04 -0.76 -0.010
H 1.235 2.849 -1.231 -0.08 -0.64 -0.11 -0.024
H -0.309 2.181 1.434 -0.30 -0.81 -1.07 0.124
H 0.994 0.337 2.347 0.46 0.15 -0.49 0.123
H 0.941 -1.902 1.285 -1.50 1.16 -0.53 0.141
H -0.841 -2.411 -0.318 -0.36 0.71 -0.35 0.115
H -2.623 -0.491 -1.080 2.12 -0.36 0.70 0.124